This record from OMol25 describes a molecular structure, C17H8Cl5CsN2S2. The level of theory is the ωB97M-V functional and the def2-TZVPD basis.

The spin multiplicity is 1. The relative energy (zero: lowest compared OMol25 entry of this formula, charge and spin) comes out at 27.6 kJ/mol. The HOMO energy is -1.44 eV. The value obtained for the gap between HOMO and LUMO is 5.1 eV. Its total charge is -2.

The geometry in XYZ format:
```
35
Properties=species:S:1:pos:R:3:mulliken_charge:R:1
Cs 0.16 0.77 -1.02 0.970
C 2.51 -2.46 3.02 -1.403
C 1.72 -1.18 3.14 0.888
C 2.37 0.05 3.19 -0.429
C 1.64 1.23 3.29 -0.429
C 0.26 1.19 3.34 -0.540
C -0.40 -0.03 3.30 -0.310
C 0.33 -1.20 3.21 -0.438
H 3.39 -2.31 2.40 0.347
H 1.90 -3.25 2.58 0.344
H 2.84 -2.80 4.01 0.282
H 3.45 0.08 3.12 0.329
H 2.16 2.18 3.30 0.356
H -0.31 2.11 3.39 0.364
H -1.48 -0.06 3.32 0.330
H -0.20 -2.15 3.15 0.307
S 2.00 0.38 -3.49 -0.698
C 2.24 2.08 -3.58 0.438
S 1.93 3.11 -2.25 -0.678
C 2.72 2.63 -4.80 -0.273
C 3.00 4.00 -4.97 0.264
N 3.25 5.11 -5.18 -0.656
C 2.97 1.83 -5.94 0.241
N 3.20 1.25 -6.92 -0.651
Cl -1.03 -2.76 -1.50 -0.204
C -2.44 -1.82 -1.05 1.073
C -2.26 -0.82 -0.10 -1.824
C -3.42 -0.11 0.17 1.096
Cl -3.30 1.21 1.32 -0.232
C -4.66 -0.34 -0.42 -0.383
Cl -6.06 0.62 -0.04 -0.219
C -4.77 -1.36 -1.36 0.540
Cl -6.29 -1.70 -2.11 -0.224
C -3.64 -2.12 -1.68 -0.365
Cl -3.78 -3.39 -2.86 -0.211
```